Formula: C3H6O4Tl
Source: OMol25
Level of theory: wB97M-V/def2-TZVPD

Geometry as XYZ:
```
14
Properties=species:S:1:pos:R:3:forces:R:3
Tl -3.4341 -0.1007 -0.0671 -1.3062 2.1795 0.2924
O -2.5969 -1.9876 -0.1521 -0.0961 -3.2262 2.2106
O -1.2436 -0.5657 -1.1369 0.2652 -0.8159 1.1843
O -1.4854 -2.5542 -2.0964 -0.5221 0.1668 1.5791
O -0.5792 -2.7681 0.2174 -2.6767 2.2925 -0.5185
C -0.6426 -0.4125 -2.4395 0.7526 0.4327 -1.0778
C -1.5085 -1.8927 -0.9323 2.2606 -1.4092 -1.2941
C -0.5833 -1.8536 -2.9663 0.5669 0.3005 -0.7775
H -0.3938 -3.6380 -0.1537 0.1847 -0.6002 -0.4061
H 0.4190 -2.2908 -2.8901 -0.2566 0.0661 0.0194
H -2.0142 -2.7000 0.6979 0.8205 0.7950 -1.5505
H -0.9586 -1.9537 -3.9886 0.1012 -0.0163 0.2655
H 0.3451 0.0388 -2.3087 -0.2663 -0.0529 -0.0707
H -1.2943 0.2387 -3.0306 0.1723 -0.1124 0.1438
```
Positions in Å, forces in eV/Å.

Calculated values
total charge = +2
energy = -590.49892 Ha
spin multiplicity = 2
orbital gap (alpha / beta) = 10.5075 / 5.2292 eV

Mulliken atomic charge list, values in e, 4 entries: number 1, Tl, carries 1.196; number 2, O, carries -0.612; number 3, O, carries -0.492; number 4, O, carries -0.331

Formula: C3H6O5P2
Source: OMol25
Level of theory: wB97M-V/def2-TZVPD

Geometry as XYZ:
```
16
Properties=species:S:1:pos:R:3:forces:R:3
P -0.2765 -2.3026 -1.6461 -0.2560 1.0260 0.8318
P 0.7549 -0.2898 -2.4708 -3.4793 -0.2362 -1.7860
O -2.0610 -0.6906 -0.2783 0.2430 0.3983 0.0095
O 0.0488 1.1674 -0.9668 0.3554 -0.0298 1.5127
O -1.4934 -2.1985 -2.7436 -1.1386 0.1823 -0.0741
O 2.1795 -0.3840 -2.4806 3.2523 -0.1265 0.7030
O 1.1456 -1.7255 0.3553 3.9656 0.8304 1.6500
C 0.4299 0.8054 0.4089 1.5006 -0.4477 -0.1816
C 0.2292 -0.7225 0.6789 -2.3301 0.0165 0.0554
C -0.9223 -1.1079 -0.3126 0.4319 -1.5200 -0.3753
H 2.0746 -1.6112 0.8298 -2.9493 -0.1840 -1.5403
H -2.4099 -1.9385 -2.4812 1.1868 -0.1019 0.1129
H -0.9062 1.0388 -1.0829 -0.1238 0.1231 0.1604
H -0.1935 -0.8901 1.7037 0.5220 0.3980 -0.5637
H -0.1210 1.3267 1.1888 -0.4134 0.2696 -0.4427
H 1.4862 1.1663 0.4885 -0.7670 -0.5983 -0.0721
```
Positions in Å, forces in eV/Å.

Calculated values
energy = -1176.77965 Ha
spin multiplicity = 1
orbital gap = 8.0434 eV

Mulliken atomic charge list, values in e, 4 entries: number 1, P, carries 0.083; number 2, P, carries 0.469; number 3, O, carries -0.568; number 4, O, carries -0.503

Formula: C3H6OPS
Source: OMol25
Level of theory: wB97M-V/def2-TZVPD

Geometry as XYZ:
```
12
Properties=species:S:1:pos:R:3:forces:R:3
S 1.9672 -0.4081 -1.9070 -0.9602 -0.3505 2.3563
P -0.3746 -0.2556 1.0918 -2.1668 -0.2603 -0.3052
O 2.1360 -1.1649 1.2230 3.2563 -1.5151 2.7559
C -1.2533 -0.9199 -0.4000 2.8223 1.4238 -1.8633
C -0.0232 1.4283 0.4812 -1.3486 0.3155 1.5608
C 1.2744 -0.8106 0.5782 -0.6422 1.0404 -4.9134
H 0.8306 1.3259 -0.1723 -0.4439 0.3647 -1.5877
H -1.3952 -0.1093 -1.1392 -0.2434 0.1153 0.5904
H 0.4372 1.8648 1.3618 -0.3003 0.7784 0.3439
H -1.0551 1.9049 0.2585 2.1942 -0.4492 -0.1767
H -0.4042 -1.3890 -0.9905 -0.9146 -0.2753 0.5666
H -2.1398 -1.4664 -0.3856 -1.2529 -1.1878 0.6725
```
Positions in Å, forces in eV/Å.

Calculated values
total charge = -1
energy = -932.62110 Ha
spin multiplicity = 1
orbital gap (alpha / beta) = 6.5492 / 6.5500 eV

Mulliken atomic charge list, values in e, 4 entries: number 1, S, carries -0.714; number 2, P, carries -0.042; number 3, O, carries -0.308; number 4, C, carries -0.870

Formula: C3H6OS
Source: OMol25
Level of theory: wB97M-V/def2-TZVPD

Geometry as XYZ:
```
11
Properties=species:S:1:pos:R:3:forces:R:3
S 0.2892 2.1367 -0.3138 -1.4831 0.7120 -0.6947
O -1.3056 -0.1492 0.8185 -0.7248 -0.1430 1.1755
C 0.4277 0.8119 -1.3680 -1.7411 -2.5454 1.4351
C -0.1660 -0.9201 1.2687 0.8884 0.7022 -0.0672
C -0.6641 -0.9193 -0.0884 1.5717 2.2596 -2.4560
H 1.3433 1.9626 0.3782 1.7464 -0.3117 1.1476
H -0.4281 -1.8494 1.7176 -0.0575 -0.3218 1.2078
H 1.2172 0.0877 -1.3509 0.5774 0.4539 -0.4322
H 0.7088 -0.3287 1.6918 -1.1659 -0.7902 -0.9027
H -0.2391 0.9346 -2.2028 0.1960 -0.3624 -0.3752
H -1.1834 -1.7668 -0.5511 0.1925 0.3467 -0.0380
```
Positions in Å, forces in eV/Å.

Calculated values
energy = -591.15062 Ha
spin multiplicity = 1
orbital gap = 8.3006 eV

Mulliken atomic charge list, values in e, 4 entries: number 1, S, carries -0.108; number 2, O, carries -0.312; number 3, C, carries -0.632; number 4, C, carries -0.263

Formula: C3H6OS
Source: OMol25
Level of theory: wB97M-V/def2-TZVPD

Geometry as XYZ:
```
11
Properties=species:S:1:pos:R:3:forces:R:3
S -1.9682 -0.2791 -0.1312 1.9656 1.0848 0.6797
O 1.8214 0.4272 0.0469 0.6085 1.4841 1.2974
C 1.8511 -0.9488 -0.0409 0.3652 -1.0751 -2.1300
C 0.5452 0.9141 -0.2302 0.4170 1.5817 -0.3924
C -0.5600 0.3501 0.5361 -3.5976 -2.4870 0.1889
H 1.0221 -1.2711 -0.7345 1.2675 -0.2130 0.1566
H 1.6668 -1.4327 0.8601 -0.6730 -0.6962 2.0695
H 0.5100 0.9245 -1.3024 -1.2068 -0.7353 -0.8091
H 0.4022 1.9943 -0.0539 0.9330 0.0490 0.5384
H 2.8854 -1.2961 -0.2898 -0.9388 0.4305 -0.4828
H -0.5848 0.2365 1.6545 0.8594 0.5766 -1.1162
```
Positions in Å, forces in eV/Å.

Calculated values
energy = -591.24966 Ha
spin multiplicity = 1
SMILES string = COCC=S
orbital gap = 8.3328 eV

Mulliken atomic charge list, values in e, 4 entries: number 1, S, carries -0.153; number 2, O, carries -0.373; number 3, C, carries -0.675; number 4, C, carries -0.439

Formula: C3H6OS
Source: OMol25
Level of theory: wB97M-V/def2-TZVPD

Geometry as XYZ:
```
11
Properties=species:S:1:pos:R:3:forces:R:3
S 2.3663 -0.6506 0.0157 -0.9282 2.5943 -0.3384
O 0.3134 1.0929 -0.2364 2.4835 1.7949 -0.9160
C 1.6538 0.8785 -0.2043 1.6998 -0.2276 0.0859
C -1.1694 -0.8317 -0.3064 -2.1323 0.1089 -3.4553
C -0.4982 0.2005 0.4817 -1.4909 1.5723 2.4439
H -2.1070 -1.2165 0.1961 1.2832 0.2401 -0.4840
H 0.2298 -0.2240 1.1117 0.2174 -1.1278 1.4565
H -1.5586 -0.3518 -1.3924 1.0528 -1.3143 2.8771
H -0.4174 -1.6046 -0.5213 -0.6782 -0.0760 -0.1469
H -1.2230 0.8256 1.1567 1.2449 -0.8548 -1.5130
H 2.4102 1.8817 -0.3012 -2.7520 -2.7102 -0.0099
```
Positions in Å, forces in eV/Å.

Calculated values
energy = -591.25642 Ha
spin multiplicity = 1
SMILES string = CCOC=S
orbital gap = 9.0489 eV

Mulliken atomic charge list, values in e, 4 entries: number 1, S, carries -0.263; number 2, O, carries -0.303; number 3, C, carries 0.091; number 4, C, carries -0.808

Formula: C3H6OS2
Source: OMol25
Level of theory: wB97M-V/def2-TZVPD

Geometry as XYZ:
```
12
Properties=species:S:1:pos:R:3:forces:R:3
S 2.1562 0.5893 0.4568 -0.1242 0.2236 0.1142
S 2.1655 -1.0819 1.6320 0.0399 -0.1169 -0.1288
O -2.1771 1.0082 0.8027 0.0993 -0.0185 -0.2429
C 0.7476 0.4489 -0.7780 0.7502 -0.7089 0.8357
C -1.7904 0.4557 -0.2926 0.3657 0.0072 0.1754
C -0.4835 -0.3366 -0.3401 -1.2857 0.2862 0.0828
H -2.5073 0.1377 -1.0609 -0.2895 0.0338 -0.0490
H -0.6768 -1.1650 -1.0354 0.3930 -0.0128 0.0207
H 1.1853 -0.7516 2.4865 -0.0317 0.0327 0.0599
H 0.5340 1.5040 -0.9241 -0.1446 -0.0245 -0.3477
H 1.2278 -0.0478 -1.6117 -0.0965 0.3499 -0.4969
H -0.3814 -0.7609 0.6649 0.3239 -0.0518 -0.0236
```
Positions in Å, forces in eV/Å.

Calculated values
total charge = -1
energy = -989.47404 Ha
spin multiplicity = 2
orbital gap (alpha / beta) = 3.1161 / 6.4056 eV

Mulliken atomic charge list, values in e, 4 entries: number 1, S, carries -0.083; number 2, S, carries -0.301; number 3, O, carries -0.620; number 4, C, carries -0.745

Formula: C3H6OS2
Source: OMol25
Level of theory: wB97M-V/def2-TZVPD

Geometry as XYZ:
```
12
Properties=species:S:1:pos:R:3:forces:R:3
S -1.5408 1.8466 -1.9809 0.7170 -0.2742 0.6833
S -1.8908 -1.0671 0.2357 1.4701 1.4785 -0.6980
O 2.0957 0.5306 2.0249 -1.1247 0.2515 -1.3313
C 0.8572 -0.8257 0.4228 -1.2637 1.2368 1.7001
C 1.2330 0.5034 1.1673 0.5971 -0.7206 1.3624
C -0.3577 -0.4134 -0.4988 -1.3667 -3.9709 1.9372
H 0.5957 1.4250 0.9295 0.7116 -0.7922 0.1618
H 0.4408 -1.5640 1.2137 0.7477 1.4190 -1.1712
H -0.5169 -0.8234 -1.4722 0.8484 0.0032 -0.9286
H -2.3311 0.9393 -1.3981 -0.2177 -0.0372 -0.0250
H -0.3842 0.7237 -0.7470 -0.8033 1.2291 -0.7726
H 1.7990 -1.2750 0.1032 -0.3158 0.1770 -0.9181
```
Positions in Å, forces in eV/Å.

Calculated values
energy = -989.32104 Ha
spin multiplicity = 1
orbital gap = 4.9298 eV

Mulliken atomic charge list, values in e, 4 entries: number 1, S, carries -0.198; number 2, S, carries -0.094; number 3, O, carries -0.457; number 4, C, carries -0.345

Formula: C3H6P2
Source: OMol25
Level of theory: wB97M-V/def2-TZVPD

Geometry as XYZ:
```
11
Properties=species:S:1:pos:R:3:forces:R:3
P 1.0449 1.1259 0.6027 -1.3803 1.3069 -0.3091
P 2.0991 -0.1664 -0.7346 -0.3692 -1.5015 0.4043
C -0.3304 1.6304 -0.6754 2.4483 0.8621 0.6349
C 0.8597 -0.6197 0.3095 -0.1017 -0.6156 -0.1450
C -0.2749 -1.5159 0.7848 0.6121 -0.7665 -0.6923
H -0.7573 -2.0806 -0.0167 -0.1222 0.6149 -0.4686
H 0.1977 1.6460 -1.6273 0.5092 1.1422 -0.1738
H -0.0341 -2.3831 1.3915 0.9858 0.1212 0.4759
H -0.9126 0.8345 -0.9673 -2.0408 -2.0856 0.4221
H -1.0106 -0.9901 1.3657 -0.3078 0.5125 -0.0185
H -0.8815 2.5190 -0.4328 -0.2332 0.4094 -0.1298
```
Positions in Å, forces in eV/Å.

Calculated values
energy = -800.53087 Ha
spin multiplicity = 1
SMILES string = CC1=P#P1C
orbital gap = 8.4052 eV

Mulliken atomic charge list, values in e, 4 entries: number 1, P, carries -0.037; number 2, P, carries -0.184; number 3, C, carries -1.190; number 4, C, carries 0.307

Formula: C3H6P2
Source: OMol25
Level of theory: wB97M-V/def2-TZVPD

Geometry as XYZ:
```
11
Properties=species:S:1:pos:R:3:forces:R:3
P 1.6676 -1.0168 -0.0855 -3.0763 1.8928 -0.2634
P 0.0290 1.5185 0.0071 0.4012 -0.5051 -0.0630
C -1.9881 -0.5799 -0.2234 -0.3443 -0.2425 -0.0471
C -0.6521 0.0079 -0.1505 3.3403 -0.8812 0.1209
C 1.7881 0.8950 -0.0340 -0.1750 -0.1350 -0.0285
H 2.3615 1.2301 0.8313 0.0366 0.0425 0.0207
H -2.4897 -0.3018 -1.1528 0.0315 -0.0344 -0.0679
H -2.6086 -0.2212 0.6004 -0.0424 -0.0523 0.0717
H -1.9428 -1.6683 -0.1801 -0.0979 0.0462 0.0305
H 2.3063 1.2669 -0.9223 -0.0555 -0.0311 0.0253
H 1.5288 -1.1303 1.3099 -0.0181 -0.0998 0.2007
```
Positions in Å, forces in eV/Å.

Calculated values
energy = -800.48399 Ha
spin multiplicity = 1
orbital gap (alpha / beta) = 7.3584 / 7.3571 eV

Mulliken atomic charge list, values in e, 4 entries: number 1, P, carries 0.025; number 2, P, carries -0.197; number 3, C, carries -0.837; number 4, C, carries 0.111

Energy above the lowest of the compared OMol25 structures with the same formula, charge and spin per entry: 0.00; 113.66; 64.21; 114.45; 52.30; 48.06; 15.94; 130.20; 20.34; 49.76 kcal/mol